C2H6ClN3 | ωB97M-V/def2-TZVPD

```
12
C2H6ClN3 (ωB97M-V/def2-TZVPD)
C -0.01 -1.00 0.01
C 0.13 1.59 -0.31
N 0.35 -2.17 0.22
N -1.42 -0.68 -0.15
N 0.69 0.20 -0.20
Cl 2.27 0.22 0.62
H 1.02 2.21 -0.50
H -0.45 1.83 -1.26
H -0.34 1.96 0.61
H 1.31 -2.55 0.41
H -1.86 -1.54 -0.01
H -1.70 -0.07 0.55
```

Computed properties:
Highest occupied orbital energy, Ha: -0.3414
Net charge: 0

C2H6ClN3 | ωB97M-V/def2-TZVPD

```
12
C2H6ClN3 (ωB97M-V/def2-TZVPD)
C -1.65 -0.51 0.04
C 1.83 0.83 0.00
N 2.71 0.66 -0.85
N -2.66 -1.28 0.11
N 0.96 0.72 0.77
Cl -1.64 1.04 -0.70
H -0.68 -0.64 0.46
H 2.91 1.30 -1.60
H 3.34 -0.14 -0.69
H -2.50 -2.10 0.79
H -3.57 -1.01 -0.13
H 0.95 1.13 1.79
```

Computed properties:
Highest occupied orbital energy, Ha: -0.7558
Net charge: +2

C2H6ClN3O | ωB97M-V/def2-TZVPD

```
13
C2H6ClN3O (ωB97M-V/def2-TZVPD)
C 0.48 -0.17 0.33
C -0.86 -0.30 0.95
H 3.15 -1.59 -0.10
H 2.97 0.08 -0.34
H -0.93 -1.15 1.62
H -1.15 0.69 1.41
H 1.11 0.98 -1.23
H 0.41 2.69 0.62
N 2.52 -0.86 -0.40
N 1.32 -1.10 0.29
N 0.82 1.10 -0.21
O -0.04 2.15 -0.03
Cl -2.09 -0.59 -0.42
```

Computed properties:
Highest occupied orbital energy, Ha: -0.3196
Net charge: 0

C2H6ClNO3P | ωB97M-V/def2-TZVPD

```
14
C2H6ClNO3P (ωB97M-V/def2-TZVPD)
C -0.79 -1.08 1.55
C 0.34 -0.62 0.71
N 0.26 0.78 -3.01
O 1.54 1.53 -0.41
O -0.44 2.20 1.12
O -0.86 1.15 -1.14
P 0.15 1.25 0.07
Cl 0.35 -0.89 -2.94
H -0.63 -2.09 1.89
H -0.94 -0.60 2.56
H -1.84 -0.96 1.28
H 0.32 -1.19 -0.29
H 1.33 -0.58 1.22
H 1.20 1.10 -2.62
```

Computed properties:
Highest occupied orbital energy (spin up / spin down), Ha: -0.1768 / -0.1768
Net charge: -1

C2H6ClNO3S | ωB97M-V/def2-TZVPD

```
14
C2H6ClNO3S (ωB97M-V/def2-TZVPD)
C 2.06 1.01 0.23
C -0.25 0.66 -0.41
N -0.75 -2.00 0.20
O -2.22 -0.18 1.22
O -2.31 -0.66 -1.18
O 0.84 0.31 0.37
S -1.58 -0.49 -0.01
Cl -0.86 2.26 -0.11
H 2.58 0.50 1.09
H 1.90 2.13 0.38
H 2.81 0.98 -0.66
H -0.11 0.51 -1.52
H -1.13 -2.45 1.06
H -0.98 -2.59 -0.67
```

Computed properties:
Highest occupied orbital energy, Ha: -0.3949
Net charge: 0

C2H6ClO2P | ωB97M-V/def2-TZVPD

```
12
C2H6ClO2P (ωB97M-V/def2-TZVPD)
C -1.81 -0.20 0.30
C 2.06 0.69 -1.23
O -0.40 -2.25 2.95
O -0.74 -0.21 1.24
P -0.93 -0.85 2.62
Cl 1.31 1.88 -2.52
H -1.83 0.72 -0.19
H -2.83 -0.31 0.71
H -1.62 -1.07 -0.45
H 2.53 -0.07 -1.87
H 1.35 0.26 -0.57
H 2.91 1.40 -0.99
```

Computed properties:
Highest occupied orbital energy, Ha: -0.3735
Net charge: 0

C2H6ClO4PS | ωB97M-V/def2-TZVPD

```
15
C2H6ClO4PS (ωB97M-V/def2-TZVPD)
C 0.57 2.19 -0.63
C 1.11 -1.93 0.46
O -0.95 -0.33 1.96
O -1.77 -1.81 -0.84
O -0.12 1.70 0.49
O 0.93 -0.54 0.24
P -0.52 0.16 0.66
S -1.80 -0.36 -1.05
Cl -3.28 0.63 0.09
H -0.09 2.42 -1.53
H 1.27 1.50 -0.89
H 1.08 3.18 -0.32
H 1.44 -2.25 1.48
H 1.89 -2.10 -0.32
H 0.25 -2.47 0.21
```

Computed properties:
Highest occupied orbital energy, Ha: -0.3692
Net charge: 0

C2H6ClPS | ωB97M-V/def2-TZVPD

```
11
C2H6ClPS (ωB97M-V/def2-TZVPD)
C 0.13 -2.66 -0.35
C -1.01 2.23 0.23
P 1.08 0.13 0.75
S 0.34 1.44 -0.71
Cl 2.93 -0.10 0.05
H 0.76 -2.58 -1.21
H -0.90 -2.40 -0.44
H 0.45 -3.24 0.49
H -0.61 2.63 1.16
H -1.80 1.51 0.42
H -1.37 3.04 -0.39
```

Computed properties:
Highest occupied orbital energy (spin up / spin down), Ha: -0.2770 / -0.3144
Net charge: 0

C2H6FNdO2 | ωB97M-V/def2-TZVPD

```
12
C2H6FNdO2 (ωB97M-V/def2-TZVPD)
C -3.70 -1.28 -0.53
O -2.48 -0.59 -0.40
C -1.27 -1.33 -0.64
O -0.28 -0.38 -0.64
Nd -1.51 1.79 -0.21
H -4.48 -0.56 -0.27
H -3.84 -1.60 -1.58
H -3.71 -2.14 0.16
H -1.37 -1.82 -1.63
H -1.16 -2.07 0.17
H 0.80 -0.20 0.83
F 0.97 0.61 1.68
```

Computed properties:
⟨S²⟩: 6.004
Highest occupied orbital energy (spin up / spin down), Ha: -0.4551 / -0.4895
Net charge: +1
2S+1: 5

C2H6FP | ωB97M-V/def2-TZVPD

```
10
C2H6FP (ωB97M-V/def2-TZVPD)
C 1.92 0.12 0.62
C -0.51 -0.74 0.05
F 2.68 0.35 -0.53
P -1.36 0.77 -0.13
H 2.30 -0.58 1.33
H 1.56 1.08 1.13
H -0.28 -1.23 -0.82
H -0.22 -1.35 0.95
H -2.57 0.35 -0.96
H -0.68 0.90 -1.29
```

Computed properties:
Highest occupied orbital energy (spin up / spin down), Ha: -0.3325 / -0.3199
Net charge: 0

Energy relative to the best compared isomer or geometry (same formula, charge and spin), respectively: 33.15 18.25 19.79 104.15 31.19 60.15 0.00 51.28 0.00 120.43 kcal/mol.